Below is an isolated ion of composition C9H19N5O and charge +2, with properties calculated with ωB97M-V/def2-TZVPD.

Calculated values
**Energy above the lowest of the compared OMol25 structures with the same formula, charge and spin**: 0.00 kJ/mol
**E_LUMO (spin up / spin down)**: -0.2639 / -0.3428 Eh
**Net charge**: +2
**Spin multiplicity**: 3

```
34
C9H19N5O, DFT ωB97M-V/def2-TZVPD
C 3.467 -0.677 -0.058
C 2.545 1.162 1.086
C 2.516 -1.569 0.458
C -3.509 0.566 -0.394
C -3.008 0.017 1.004
C -2.354 1.351 -1.001
C 1.212 -1.084 -0.208
C -1.744 -0.796 0.781
C -1.013 0.608 -0.975
N 2.477 2.276 1.600
N 3.466 0.689 0.264
N 0.528 -0.341 0.771
N 4.364 -1.081 -0.959
N -0.725 0.174 0.399
O 4.449 1.461 -0.323
H 2.822 -2.597 0.154
H 2.251 -1.466 1.565
H -3.741 -0.304 -1.028
H -4.472 1.131 -0.326
H -2.696 0.999 1.532
H -3.727 -0.502 1.639
H -2.539 1.507 -2.064
H -2.166 2.351 -0.623
H 1.403 -0.579 -1.136
H 0.620 -1.983 -0.473
H -1.310 -1.237 1.683
H -1.873 -1.427 -0.063
H -1.075 -0.048 -1.842
H -0.257 1.272 -1.341
H 1.800 2.947 2.079
H 4.054 -2.086 -1.169
H 4.893 -0.444 -1.545
H -0.747 1.032 1.195
H 4.426 2.325 0.096
```

=====

Below is C30H48Cl5F2ILiN5NbO10P as an isolated structure, with properties calculated with ωB97M-V/def2-TZVPD.

Calculated values
**E_LUMO**: -0.1535 Eh
**Net charge**: 0

```
104
C30H48Cl5F2ILiN5NbO10P, DFT ωB97M-V/def2-TZVPD
C -6.128 2.381 6.324
N -5.556 3.376 5.397
C -5.896 3.134 3.989
Nb -3.910 2.995 2.783
C -5.013 3.298 0.824
C -4.130 3.258 -0.455
O -3.825 4.305 -0.946
I -3.367 1.467 -1.391
O -2.968 2.504 4.649
C -3.120 1.134 4.857
N -3.398 0.017 4.904
P -3.692 5.554 3.213
N -4.605 6.339 2.117
C -1.878 3.023 1.838
C -1.278 4.133 1.051
C 0.084 3.993 0.531
C 0.882 2.781 0.784
C 0.315 1.651 1.550
C -1.043 1.806 2.049
H -5.435 1.501 6.471
H -6.186 2.875 7.334
H -7.120 1.984 5.977
H -5.732 4.333 5.685
H -6.584 2.223 3.811
H -6.487 4.067 3.598
H -4.110 1.201 2.563
H -5.617 4.256 0.808
H -5.780 2.453 0.738
H -4.178 5.869 4.526
H -2.336 5.947 3.016
H -3.990 6.944 1.563
H -1.898 5.049 0.872
H 0.522 4.826 -0.073
H 1.939 2.694 0.408
H 0.901 0.724 1.771
H -1.464 0.952 2.643
C 5.522 1.862 -2.841
C 5.155 0.897 -1.752
O 4.328 1.669 -0.905
C 3.733 2.593 -1.714
O 2.780 3.232 -1.402
O 4.359 2.684 -2.916
F 6.252 0.508 -1.050
H 6.387 2.477 -2.582
H 5.716 1.366 -3.792
H 4.606 0.017 -2.097
Li -7.141 2.791 2.280
C 1.817 -3.338 -5.450
C 3.230 -3.227 -4.817
C 3.947 -4.594 -4.857
C 3.465 -5.587 -3.803
C 3.471 -4.953 -2.416
C 2.674 -3.637 -2.367
N 3.102 -2.685 -3.438
O 4.234 -2.191 -3.102
C 1.169 -3.954 -2.489
C 2.800 -3.021 -0.959
C 3.995 -2.280 -5.762
H 1.106 -2.661 -4.971
H 1.822 -3.059 -6.505
H 1.413 -4.351 -5.405
H 5.023 -4.449 -4.714
H 3.831 -5.040 -5.847
H 2.468 -5.959 -4.051
H 4.122 -6.461 -3.803
H 3.066 -5.662 -1.690
H 4.510 -4.774 -2.116
H 0.571 -3.039 -2.514
H 0.828 -4.538 -1.632
H 0.911 -4.545 -3.365
H 3.837 -2.841 -0.669
H 2.382 -3.694 -0.208
H 2.255 -2.076 -0.895
H 3.555 -1.279 -5.762
H 3.967 -2.652 -6.785
H 5.051 -2.192 -5.504
C -4.965 -3.109 5.241
C -5.708 -3.372 6.517
O -7.017 -3.669 6.067
C -6.868 -4.213 4.823
O -7.716 -4.821 4.254
O -5.626 -3.978 4.321
F -5.757 -2.263 7.295
H -5.066 -2.076 4.901
H -3.906 -3.350 5.317
H -5.321 -4.212 7.099
C 3.177 -3.841 -9.921
C 4.112 -4.453 -8.949
N 4.838 -4.923 -8.193
H 2.870 -4.583 -10.657
H 2.295 -3.468 -9.402
H 3.667 -3.012 -10.432
C -1.508 5.902 6.832
Cl -0.858 6.908 5.532
Cl -3.273 5.805 6.751
H -1.097 4.900 6.742
H -1.224 6.335 7.787
C 5.891 0.747 2.394
Cl 6.576 1.987 3.451
Cl 6.176 -0.866 3.062
Cl 4.164 1.022 2.149
H 6.385 0.809 1.430
O 5.243 -0.124 -7.825
H 6.041 -0.646 -7.708
```

=====

Below is the molecule C4H5NO, with properties calculated with ωB97M-V/def2-TZVPD.

Calculated values
**Energy above the lowest of the compared OMol25 structures with the same formula, charge and spin**: 149.70 kJ/mol
**E_LUMO**: 0.0382 Eh
**Net charge**: 0

```
11
C4H5NO, DFT ωB97M-V/def2-TZVPD
N -1.894 -0.091 -0.151
C -0.493 -0.159 -0.062
C 0.361 0.972 -0.085
C 1.679 0.633 -0.003
O 1.731 -0.772 -0.115
C 0.393 -1.200 0.073
H -2.305 0.724 0.270
H -2.488 -0.855 0.137
H -0.075 2.041 0.052
H 2.741 1.002 -0.018
H 0.350 -2.295 -0.097
```

=====

Below is a 8-piece molecular cluster, C36H73Br14NO5PS3 overall, with properties calculated with ωB97M-V/def2-TZVPD.

Calculated values
**Energy above the lowest of the compared OMol25 structures with the same formula, charge and spin**: 0.00 kJ/mol
**E_LUMO**: -0.1603 Eh
**Net charge**: +1

```
133
C36H73Br14NO5PS3, DFT ωB97M-V/def2-TZVPD
C -8.637 4.591 2.648
C -9.777 3.658 3.083
C -9.508 2.191 2.726
C -8.120 1.706 3.157
C -8.074 0.205 3.464
C -6.742 -0.484 3.120
C -5.722 -0.461 4.274
C -4.792 0.754 4.175
C -3.664 0.688 3.125
C -3.189 -0.698 2.682
C -2.187 -1.367 3.660
C -0.887 -1.808 2.948
C 0.278 -0.831 3.056
C 0.083 0.530 2.387
C -0.245 0.483 0.888
C 0.496 1.586 0.117
C 0.128 1.576 -1.371
C 1.224 0.915 -2.247
C 0.770 -0.388 -2.921
S 1.455 -1.919 -2.169
C 1.463 -2.678 -3.660
P 1.765 -4.440 -3.987
O 0.560 -4.938 -4.647
O 2.118 -5.070 -2.579
O 3.066 -4.458 -4.894
N 1.224 -1.918 -4.692
C 0.886 -0.485 -4.480
S -0.774 -0.244 -5.239
C 1.946 0.367 -5.147
S 2.309 -0.013 -6.871
O 3.537 -0.748 -6.887
O 2.238 1.210 -7.602
H -8.196 4.256 1.708
H -7.841 4.601 3.389
H -8.990 5.610 2.508
H -9.923 3.761 4.160
H -10.696 3.997 2.605
H -9.639 2.114 1.644
H -10.287 1.595 3.205
H -7.824 2.296 4.027
H -7.418 1.963 2.362
H -8.878 -0.275 2.903
H -8.324 0.058 4.516
H -6.979 -1.513 2.846
H -6.337 0.012 2.236
H -6.297 -0.333 5.194
H -5.223 -1.422 4.383
H -5.438 1.582 3.878
H -4.420 1.018 5.164
H -2.785 1.171 3.559
H -3.918 1.274 2.241
H -4.011 -1.365 2.425
H -2.629 -0.547 1.759
H -1.915 -0.666 4.448
H -2.638 -2.261 4.075
H -1.076 -2.063 1.903
H -0.553 -2.733 3.426
H 0.566 -0.663 4.097
H 1.145 -1.300 2.573
H 1.031 1.068 2.486
H -0.664 1.145 2.888
H -0.029 -0.497 0.449
H -1.304 0.689 0.729
H 1.568 1.460 0.274
H 0.201 2.535 0.565
H -0.819 1.063 -1.539
H -0.018 2.595 -1.726
H 1.596 1.631 -2.975
H 2.070 0.677 -1.606
H -0.295 -0.489 -2.735
H 2.878 -5.659 -2.670
H 3.247 -5.365 -5.183
H 1.266 -2.351 -5.609
H -1.270 -1.443 -4.900
H 2.885 0.247 -4.604
H 1.682 1.422 -5.106
H 1.343 -0.860 -7.319
Br -4.587 -3.366 5.916
C -3.210 -3.900 7.180
C -3.110 -2.932 8.326
Br -2.244 -1.279 7.780
H -2.286 -3.973 6.615
H -3.495 -4.886 7.539
H -2.488 -3.346 9.115
H -4.078 -2.654 8.731
Br 4.088 -0.736 -0.253
C 5.838 -0.805 -1.115
C 5.780 -0.306 -2.528
Br 4.979 -1.622 -3.733
H 6.180 -1.832 -1.045
H 6.479 -0.167 -0.514
H 6.781 -0.140 -2.915
H 5.201 0.602 -2.627
Br -2.012 -3.494 11.973
C -0.104 -3.755 12.240
C 0.719 -2.997 11.234
Br 0.717 -3.853 9.485
H 0.073 -4.824 12.202
H 0.098 -3.388 13.244
H 1.762 -2.979 11.542
H 0.368 -1.981 11.082
Br 0.911 -1.084 6.575
C 2.758 -0.542 6.300
C 3.550 -0.640 7.577
Br 3.133 0.814 8.798
H 2.736 0.464 5.894
H 3.159 -1.225 5.553
H 4.615 -0.554 7.373
H 3.355 -1.564 8.112
Br 5.744 2.858 -12.029
C 4.870 2.696 -10.297
C 3.865 3.796 -10.078
Br 4.738 5.480 -9.648
H 5.657 2.685 -9.551
H 4.370 1.729 -10.310
H 3.235 3.569 -9.222
H 3.244 3.976 -10.949
Br 1.499 1.275 -14.909
C 3.391 0.907 -14.636
C 4.250 1.679 -15.600
Br 4.205 0.890 -17.377
H 3.517 -0.166 -14.726
H 3.597 1.213 -13.613
H 5.293 1.642 -15.292
H 3.941 2.714 -15.705
Br 6.753 2.989 -2.703
C 8.574 3.272 -2.073
C 9.392 2.011 -2.140
Br 8.935 0.777 -0.701
H 8.497 3.670 -1.066
H 8.991 4.030 -2.732
H 10.447 2.236 -2.001
H 9.259 1.471 -3.071
```

=====

Below is a 2-piece molecular cluster, C3H2BrCl3 overall, with properties calculated with ωB97M-V/def2-TZVPD.

Calculated values
**Energy above the lowest of the compared OMol25 structures with the same formula, charge and spin**: 86.41 kJ/mol
**E_LUMO (spin up / spin down)**: 0.0238 / -0.1003 Eh
**Net charge**: 0
**Spin multiplicity**: 3

```
9
C3H2BrCl3, DFT ωB97M-V/def2-TZVPD
C -1.417 1.000 0.145
C 1.355 -1.073 -0.581
C 0.582 -0.257 0.138
Cl -1.204 1.910 -1.271
Cl 2.716 -1.954 -0.079
Cl 1.156 0.493 1.592
Br -2.896 -0.102 0.484
H -1.291 1.531 1.091
H 0.999 -1.548 -1.518
```

=====

Below is C46H48AsN3Y as an isolated structure, with properties calculated with ωB97M-V/def2-TZVPD.

Calculated values
**E_LUMO (spin up / spin down)**: 0.0837 / 0.0836 Eh
**Net charge**: -1

```
99
C46H48AsN3Y, DFT ωB97M-V/def2-TZVPD
Y 0.702 -0.178 -0.385
N 1.289 -4.113 2.851
N 0.598 -1.536 -2.222
C 1.785 2.288 -1.001
C 2.728 1.271 -0.614
C 2.670 1.168 0.823
C 3.572 0.418 1.722
H 4.530 0.182 1.242
H 3.102 -0.539 2.003
H 3.756 0.974 2.653
C 1.683 2.080 1.291
C 1.441 2.418 2.713
H 2.087 3.249 3.049
H 1.624 1.564 3.375
H 0.402 2.732 2.871
C 1.168 2.788 0.181
C 0.329 4.002 0.313
H -0.436 3.858 1.086
H -0.180 4.242 -0.625
H 0.906 4.896 0.614
C 3.728 0.621 -1.501
H 4.671 1.195 -1.518
H 3.373 0.558 -2.540
H 3.970 -0.399 -1.169
C 1.681 2.891 -2.354
H 0.678 3.312 -2.512
H 1.842 2.139 -3.138
H 2.409 3.705 -2.544
C 0.708 -5.323 2.893
H 1.045 -5.903 3.762
C -0.196 -5.791 1.921
H -0.622 -6.758 2.133
C -0.459 -5.029 0.758
H -1.051 -5.474 -0.020
C 0.127 -3.754 0.634
H 0.025 -3.117 -0.271
C 0.994 -3.355 1.747
C 1.975 -2.337 1.769
H 2.161 -2.034 0.556
C 0.141 -0.464 -2.879
C 1.276 -2.426 -3.054
H 1.881 -3.302 -2.724
C 1.062 -2.001 -4.326
H 1.291 -2.498 -5.249
N 0.335 -0.788 -4.213
C 0.285 0.322 -5.067
C 1.397 0.622 -5.868
C 1.321 1.811 -6.623
H 2.088 2.038 -7.364
C 0.260 2.698 -6.442
C 0.127 3.869 -7.370
H -0.421 4.702 -6.902
H -0.443 3.565 -8.268
H 1.111 4.234 -7.710
C -0.732 2.473 -5.483
H -1.534 3.190 -5.345
C -0.704 1.280 -4.732
C -1.667 1.059 -3.616
H -1.798 -0.008 -3.384
H -2.653 1.453 -3.866
H -1.373 1.575 -2.687
C 2.632 -0.227 -5.798
H 2.425 -1.278 -6.002
H 3.101 -0.160 -4.800
H 3.379 0.064 -6.525
C -4.811 2.715 3.580
C -3.871 3.155 2.638
C -2.878 2.285 2.168
C -2.784 0.981 2.685
C -3.744 0.532 3.604
C -4.749 1.403 4.059
As -1.266 -0.137 2.032
C -0.286 -0.343 3.759
C 0.860 -1.120 3.853
C 1.628 -1.282 4.984
C 1.196 -0.646 6.143
C 0.071 0.179 6.088
C -0.682 0.328 4.915
C -2.299 -1.818 2.044
C -2.263 -2.699 3.126
C -3.030 -3.872 3.084
C -3.859 -4.132 1.996
C -3.874 -3.258 0.904
C -3.084 -2.103 0.919
H -5.591 3.394 3.932
H -3.912 4.180 2.263
H -2.179 2.610 1.395
H -3.719 -0.495 3.978
H -5.483 1.053 4.789
H 1.248 -1.608 2.954
H 2.529 -1.896 4.929
H 1.749 -0.808 7.064
H -0.240 0.721 6.972
H -1.574 0.941 4.880
H -1.655 -2.475 4.001
H -2.970 -4.575 3.916
H -4.494 -5.024 1.991
H -4.503 -3.474 0.039
H -3.084 -1.423 0.064
```

=====

Below is the molecule C5H7NO, with properties calculated with ωB97M-V/def2-TZVPD.

Calculated values
**Energy above the lowest of the compared OMol25 structures with the same formula, charge and spin**: 308.10 kJ/mol
**E_LUMO (spin up / spin down)**: 0.0290 / 0.0290 Eh
**Net charge**: 0

```
14
C5H7NO, DFT ωB97M-V/def2-TZVPD
C -1.320 -1.114 0.133
C -0.404 -0.165 0.872
O 0.629 -1.070 1.161
C 1.614 -0.821 0.302
C 1.494 0.426 -0.238
C 0.175 0.854 0.125
N -0.520 1.895 -0.450
H -2.125 -0.644 -0.433
H -0.564 -1.571 -0.565
H -1.676 -1.940 0.753
H 1.887 -1.732 -0.206
H 2.162 0.880 -0.958
H 0.021 2.581 -0.953
H -1.249 2.299 0.119
```

=====

Below is the molecule C4H6N2O, with properties calculated with ωB97M-V/def2-TZVPD.

Calculated values
**Energy above the lowest of the compared OMol25 structures with the same formula, charge and spin**: 385.12 kJ/mol
**E_LUMO**: 0.0166 Eh
**Net charge**: 0

```
13
C4H6N2O, DFT ωB97M-V/def2-TZVPD
C -1.176 1.297 -1.142
C -0.246 0.366 -0.440
N 1.062 0.558 -0.366
C 1.499 -0.563 0.279
C 0.458 -1.546 0.623
O 0.907 -0.700 1.947
N -0.653 -0.776 0.140
H -0.644 2.213 -1.401
H -2.039 1.540 -0.514
H -1.546 0.830 -2.062
H 2.565 -0.723 0.396
H 1.445 -1.366 2.402
H -1.595 -1.133 0.096
```

=====

Energy values (in Ha) by entry order: -702.47462, -5401.76267, -285.35757, -39418.37913, -4069.89084, -4219.85567, -324.60712, -340.64823.